# C5H12N2O

A 2-piece molecular cluster, C5H12N2O overall at a distorted geometry (ωB97M-V/def2-TZVPD, OMol25).

Positions of all 20 atoms, in Å:
C (1.779, -0.055, 0.540)
N (2.464, 1.199, 0.306)
N (1.863, -1.081, -0.469)
H (3.446, 1.042, 0.098)
H (2.064, 1.664, -0.504)
H (1.105, -1.029, -1.146)
H (2.679, -1.028, -1.075)
H (2.196, -0.478, 1.460)
H (0.631, 0.138, 0.776)
C (-1.707, -1.332, -0.352)
C (-1.630, 0.057, 0.194)
C (-0.706, 1.025, -0.578)
C (-2.467, 0.554, 1.104)
O (-0.168, 0.762, -1.633)
H (-0.766, 2.051, -0.179)
H (-2.525, -1.890, 0.095)
H (-1.834, -1.302, -1.434)
H (-0.756, -1.836, -0.167)
H (-3.214, -0.058, 1.585)
H (-2.453, 1.597, 1.382)

Its SMILES is C=C(C)C=O.NCN. As for the gap between HOMO and LUMO: 9.156 eV. The total energy is -10405.94336 eV. Its LUMO energy is 0.245 eV. The value obtained for the HOMO energy is -8.91 eV.